(1)
Below is 8 unconnected molecules or ions with the total composition C24H48O24, with properties calculated with wB97M-V/def2-TZVPD.

Last column: Löwdin charge in e.
Atoms and positions in Å:
C  3.328  -2.692  0.463  -0.03
O  4.326  -2.787  -0.554  0.03
C  4.361  -1.825  -1.463  -0.61
O  3.576  -0.913  -1.546  0.09
O  5.384  -2.055  -2.271  0.02
C  5.516  -1.181  -3.376  -0.03
H  2.524  -3.401  0.285  0.08
H  2.887  -1.699  0.528  0.07
H  3.836  -2.888  1.407  0.10
H  6.323  -1.574  -3.985  0.10
H  5.708  -0.152  -3.080  0.08
H  4.605  -1.202  -3.980  0.09
C  -5.137  1.189  1.746  -0.02
O  -5.493  0.737  0.430  0.02
C  -5.446  -0.573  0.250  -0.63
O  -5.251  -1.398  1.107  0.10
O  -5.640  -0.833  -1.037  0.01
C  -5.660  -2.213  -1.377  -0.04
H  -5.102  2.268  1.688  0.08
H  -4.184  0.744  2.023  0.10
H  -5.886  0.880  2.476  0.10
H  -6.463  -2.727  -0.850  0.10
H  -4.697  -2.682  -1.192  0.09
H  -5.883  -2.255  -2.441  0.10
C  -2.083  -1.715  0.808  -0.01
O  -1.501  -0.417  0.820  0.02
C  -0.222  -0.355  0.476  -0.62
O  0.482  -1.301  0.228  0.12
O  0.161  0.909  0.468  -0.01
C  1.433  1.234  -0.101  -0.02
H  -1.686  -2.323  1.625  0.10
H  -1.912  -2.243  -0.130  0.09
H  -3.148  -1.573  0.967  0.07
H  1.312  2.213  -0.554  0.08
H  1.709  0.478  -0.833  0.08
H  2.174  1.311  0.691  0.10
C  1.490  -1.757  -4.182  -0.06
O  0.441  -2.614  -3.783  0.00
C  0.759  -3.412  -2.748  -0.59
O  1.864  -3.804  -2.496  0.14
O  -0.362  -3.706  -2.086  0.02
C  -0.207  -4.448  -0.893  -0.05
H  1.107  -1.072  -4.938  0.10
H  2.332  -2.282  -4.635  0.09
H  1.835  -1.143  -3.349  0.08
H  -0.795  -5.367  -0.948  0.10
H  -0.614  -3.897  -0.042  0.06
H  0.823  -4.687  -0.659  0.08
C  1.240  4.001  1.839  -0.03
O  0.555  3.492  2.991  0.02
C  -0.452  4.233  3.436  -0.62
O  -0.764  5.327  3.051  0.11
O  -1.082  3.557  4.398  0.01
C  -2.237  4.187  4.938  -0.04
H  1.498  5.047  1.940  0.10
H  0.647  3.769  0.955  0.07
H  2.126  3.382  1.731  0.08
H  -2.942  4.421  4.137  0.08
H  -1.978  5.099  5.472  0.10
H  -2.703  3.462  5.596  0.09
C  1.243  -3.455  2.928  -0.05
O  0.803  -4.441  2.013  -0.02
C  0.433  -5.598  2.555  -0.61
O  0.334  -5.828  3.728  0.14
O  0.186  -6.444  1.558  0.00
C  -0.292  -7.731  1.897  -0.04
H  2.255  -3.662  3.275  0.10
H  0.568  -3.364  3.781  0.10
H  1.243  -2.471  2.463  0.08
H  -0.042  -8.001  2.926  0.09
H  0.127  -8.439  1.196  0.09
H  -1.387  -7.726  1.893  0.10
C  -1.802  1.630  -2.158  -0.03
O  -2.828  2.196  -1.356  0.02
C  -2.371  3.147  -0.534  -0.60
O  -1.273  3.623  -0.563  0.13
O  -3.340  3.455  0.325  0.00
C  -3.133  4.601  1.153  -0.01
H  -2.226  0.807  -2.733  0.10
H  -1.018  1.212  -1.537  0.07
H  -1.376  2.350  -2.855  0.10
H  -3.800  4.479  2.002  0.08
H  -3.491  5.481  0.612  0.11
H  -2.092  4.728  1.432  0.07
C  4.606  2.489  -1.734  -0.01
O  3.818  3.361  -2.571  0.01
C  3.019  4.207  -1.931  -0.61
O  2.826  4.241  -0.737  0.09
O  2.432  4.983  -2.828  0.02
C  1.522  5.954  -2.326  -0.03
H  4.944  3.041  -0.861  0.10
H  5.429  2.175  -2.366  0.09
H  4.013  1.624  -1.441  0.07
H  1.639  6.092  -1.254  0.09
H  0.502  5.628  -2.534  0.10
H  1.699  6.882  -2.862  0.09

## Properties
Relative energy (zero: lowest compared OMol25 entry of this formula, charge and spin) (kcal per mole): 0.0
Highest occupied orbital energy (eV): -10.74
HOMO-LUMO gap (eV): 11.324
Structure (SMILES): COC(=O)OC.COC(=O)OC.COC(=O)OC.COC(=O)OC.COC(=O)OC.COC(=O)OC.COC(=O)OC.COC(=O)OC

=====

(2)
Below is a molecular structure, C24H49BrN5OW, with properties calculated with wB97M-V/def2-TZVPD.

Last column: Mulliken spin population.
Atoms and positions in Å:
W  0.235  -1.668  -0.849  1.70
N  1.994  -3.097  -1.106  0.03
C  3.370  -2.574  -0.835  0.01
C  3.226  -1.482  0.199  0.00
N  2.110  -0.588  -0.206  -0.02
C  2.479  0.438  -1.232  0.02
C  2.288  -0.086  -2.640  0.00
N  0.953  -0.761  -2.738  0.05
H  2.009  -3.605  -1.989  0.01
H  1.818  -3.820  -0.413  0.01
H  4.014  -3.377  -0.478  0.00
H  3.800  -2.210  -1.764  0.00
H  2.968  -1.908  1.171  0.00
H  4.150  -0.916  0.319  0.00
H  1.854  -0.045  0.621  0.00
H  1.824  1.291  -1.063  -0.01
H  3.507  0.769  -1.078  0.00
H  2.339  0.734  -3.357  0.00
H  3.048  -0.806  -2.930  0.00
H  0.260  -0.036  -2.929  0.01
H  0.954  -1.360  -3.560  0.01
C  -1.351  -4.246  0.948  -0.01
N  -0.692  -4.098  -0.387  0.05
C  0.194  -5.291  -0.496  0.01
C  -1.756  -4.290  -1.411  -0.01
C  -2.557  -3.029  -1.563  0.01
N  -1.701  -1.944  -2.131  -0.03
C  -1.412  -2.298  -3.557  0.03
C  -2.571  -0.730  -2.178  0.03
H  -1.882  -5.199  0.981  0.00
H  -2.059  -3.447  1.139  -0.01
H  -0.597  -4.263  1.734  0.00
H  -0.398  -6.200  -0.366  0.00
H  0.944  -5.297  0.297  0.00
H  0.664  -5.348  -1.478  0.00
H  -2.401  -5.123  -1.119  0.00
H  -1.287  -4.573  -2.353  -0.01
H  -2.949  -2.684  -0.606  0.00
H  -3.412  -3.191  -2.223  0.00
H  -2.311  -2.700  -4.027  0.00
H  -0.623  -3.045  -3.636  -0.03
H  -1.137  -1.406  -4.116  0.01
H  -3.435  -0.937  -2.812  0.00
H  -2.026  0.115  -2.590  0.00
H  -2.907  -0.482  -1.175  0.00
C  -0.945  4.086  4.368  0.00
C  0.340  3.287  4.096  0.00
C  1.502  4.249  3.814  0.00
C  0.677  2.453  5.331  0.00
C  0.109  2.412  2.869  0.00
C  0.147  1.022  2.927  0.00
C  -0.073  0.340  1.750  -0.03
Br  -0.091  -1.592  1.786  0.03
C  -0.339  0.921  0.512  0.08
O  -0.472  0.087  -0.581  0.04
C  -0.452  2.328  0.449  -0.01
C  -0.191  3.005  1.639  0.01
C  -0.975  3.105  -0.769  0.00
C  -2.472  2.787  -0.899  0.00
C  -0.834  4.621  -0.586  0.00
C  -0.247  2.754  -2.073  0.01
H  -0.805  4.709  5.251  0.00
H  -1.793  3.425  4.554  0.00
H  -1.199  4.747  3.539  0.00
H  1.671  4.879  4.687  0.00
H  1.297  4.912  2.973  0.00
H  2.427  3.707  3.610  0.00
H  0.854  3.118  6.175  0.00
H  1.585  1.861  5.192  0.00
H  -0.143  1.790  5.616  0.00
H  0.340  0.496  3.851  0.00
H  -0.247  4.081  1.622  0.00
H  -3.010  3.084  0.002  0.00
H  -2.649  1.724  -1.061  0.00
H  -2.898  3.337  -1.739  0.00
H  -1.442  4.995  0.236  0.00
H  -1.189  5.116  -1.490  0.00
H  0.202  4.924  -0.428  0.00
H  -0.357  1.698  -2.325  -0.01
H  0.813  3.013  -2.025  0.00
H  -0.679  3.330  -2.890  0.00

## Properties
Net charge: +3
Relative energy (zero: lowest compared OMol25 entry of this formula, charge and spin) (kcal per mole): 7.2
2S+1: 3
Highest occupied orbital energy (spin up / spin down) (eV): -16.77 / -16.85
HOMO-LUMO gap (spin up / spin down) (eV): 6.887 / 6.855